Entry 1:
{"formula": "C20H22N2O6S", "method": "ωB97M-V/def2-TZVPD", "elements": ["S", "O", "O", "O", "O", "O", "O", "N", "N", "C", "C", "C", "C", "C", "C", "C", "C", "C", "C", "C", "C", "C", "C", "C", "C", "C", "C", "C", "C", "H", "H", "H", "H", "H", "H", "H", "H", "H", "H", "H", "H", "H", "H", "H", "H", "H", "H", "H", "H", "H", "H"], "xyz": [[-1.995, -0.647, -2.047], [-1.564, 0.150, -3.159], [0.481, -1.310, 1.750], [-1.491, 2.186, 3.060], [-3.174, -1.441, -2.213], [-2.824, -0.030, 2.972], [-0.998, -2.695, 0.864], [-0.731, -1.745, -1.659], [1.584, 0.056, -2.031], [-0.185, -1.810, 0.671], [-2.055, 0.373, -0.586], [1.123, -0.350, -0.829], [2.923, 1.990, 1.531], [-1.354, 1.554, -0.563], [1.665, 0.276, 0.372], [-0.742, 3.370, 3.188], [2.490, 1.407, 0.360], [1.825, -2.677, -4.673], [-1.669, 1.661, 1.823], [-2.595, -0.182, 0.563], [0.124, -1.284, -0.634], [1.386, -0.628, -3.290], [-2.400, 0.444, 1.783], [-1.178, 2.211, 0.649], [1.287, -0.235, 1.623], [2.548, 1.460, 2.761], [1.731, 0.352, 2.806], [2.067, -1.999, -3.332], [-3.382, -1.330, 3.003], [3.141, -1.883, -3.160], [2.889, 1.918, 3.676], [3.554, 2.864, 1.492], [1.408, -0.078, 3.740], [-2.702, -2.065, 2.565], [2.391, 0.657, -1.999], [1.798, 0.015, -4.070], [0.758, -2.802, -4.839], [2.782, 1.860, -0.575], [-0.626, 3.136, 0.668], [-0.722, 3.586, 4.255], [-3.535, -1.552, 4.058], [-1.213, 4.204, 2.660], [-4.344, -1.362, 2.482], [0.317, -0.743, -3.469], [2.232, -2.078, -5.485], [2.298, -3.656, -4.697], [0.282, 3.236, 2.824], [-0.947, 1.944, -1.482], [-1.187, -2.599, -1.348], [-3.131, -1.112, 0.475], [1.660, -2.619, -2.532]], "mulliken_charge": [1.2986, -0.7231, -0.4664, -0.3881, -0.7544, -0.4823, -0.7092, -0.0518, 0.0111, 0.4352, -0.2502, -0.2614, -0.8515, -0.8282, 1.1678, -0.8066, -0.8765, -1.4228, 0.8422, -0.4429, -0.0878, -0.7545, 0.4531, -0.2855, 0.1534, -0.6722, -0.3038, 0.0670, -0.7890, 0.3341, 0.4332, 0.4114, 0.4793, 0.2883, 0.2336, 0.5720, 0.3333, 0.3641, 0.4269, 0.2437, 0.2768, 0.3674, 0.3372, 0.0120, 0.3459, 0.3944, 0.2497, 0.5120, 0.5813, 0.4332, 0.1500], "e_above_lowest_kcal_mol": 37.8, "smiles": "CCCNc1c(NS(=O)(=O)c2ccc(OC)c(OC)c2)c(=O)oc2ccccc12", "lumo_energy_ev": 0.0, "homo_lumo_gap_ev": 8.25, "energy_ha": -1734.457262}

---

Entry 2:
{"formula": "C20H22N4O3S", "method": "ωB97M-V/def2-TZVPD", "elements": ["S", "O", "O", "O", "N", "N", "N", "N", "C", "C", "C", "C", "C", "C", "C", "C", "C", "C", "C", "C", "C", "C", "C", "C", "C", "C", "C", "C", "H", "H", "H", "H", "H", "H", "H", "H", "H", "H", "H", "H", "H", "H", "H", "H", "H", "H", "H", "H", "H", "H"], "xyz": [[4.692, -1.022, 0.295], [4.948, -1.924, 1.374], [3.327, 0.937, -1.325], [5.810, -0.433, -0.373], [-2.524, -0.850, 0.009], [-3.721, -2.568, 0.639], [-2.459, -2.990, 0.480], [3.806, -1.815, -0.902], [2.042, 2.034, 0.435], [-2.093, 0.492, -0.290], [1.960, -2.318, 0.551], [2.327, 1.221, 2.688], [2.434, -1.925, -0.700], [-3.769, -1.295, 0.364], [-1.736, -1.974, 0.101], [2.819, 1.831, -2.291], [1.734, 2.086, 1.785], [0.168, -1.655, -1.457], [3.547, 0.229, 0.887], [-5.004, -0.470, 0.432], [-0.306, -1.990, -0.191], [1.525, -1.622, -1.711], [-4.230, 1.880, -0.190], [-4.733, 0.953, 0.920], [3.239, 0.285, 2.228], [2.962, 1.098, -0.032], [-3.154, 1.253, -1.082], [0.604, -2.351, 0.799], [1.019, 2.818, 2.130], [-0.530, -1.432, -2.252], [3.078, 2.867, -2.054], [0.234, -2.652, 1.766], [-5.488, -0.443, -0.549], [-4.011, 0.914, 1.738], [-5.069, 2.174, -0.823], [3.722, -0.417, 2.889], [-5.654, 1.374, 1.326], [-2.671, 2.045, -1.656], [-1.165, 0.416, -0.864], [-1.861, 1.021, 0.643], [-3.833, 2.788, 0.270], [-3.610, 0.565, -1.796], [1.733, 1.735, -2.389], [3.294, 1.550, -3.229], [2.673, -2.589, 1.312], [4.075, -1.480, -1.816], [1.563, 2.722, -0.244], [1.889, -1.357, -2.693], [-5.682, -0.987, 1.112], [2.080, 1.272, 3.736]], "mulliken_charge": [1.2687, -0.6725, -0.2161, -0.7149, 0.1786, -0.6869, -0.5118, -0.3601, -0.7196, 0.2492, -0.1791, -0.7719, 0.0151, 0.7003, -0.3860, -1.0198, -0.5835, -0.5344, 0.0729, -0.7344, 0.4084, -0.6758, -0.6477, -0.6670, -0.2770, 0.7936, -1.0909, -0.6065, 0.4410, 0.5884, 0.3974, 0.4738, 0.2864, 0.3635, 0.3660, 0.5181, 0.3862, 0.3891, 0.1238, 0.1085, 0.3121, 0.3635, 0.3522, 0.2453, 0.6894, 0.3655, 0.4576, 0.4198, 0.3030, 0.4183], "e_above_lowest_kcal_mol": 87.7, "smiles": "COc1ccccc1S(=O)(=O)Nc1ccc(-c2nnc3n2CCCCC3)cc1", "lumo_energy_ev": 0.2, "homo_lumo_gap_ev": 8.75, "energy_ha": -1618.245797}

---

Entry 3:
{"formula": "C20H22N5O4W", "method": "ωB97M-V/def2-TZVPD", "elements": ["W", "O", "O", "O", "O", "N", "N", "N", "N", "N", "C", "C", "C", "C", "C", "C", "C", "C", "C", "C", "C", "C", "C", "C", "C", "C", "C", "C", "C", "C", "H", "H", "H", "H", "H", "H", "H", "H", "H", "H", "H", "H", "H", "H", "H", "H", "H", "H", "H", "H", "H", "H"], "xyz": [[0.317, -0.353, 0.377], [0.824, 1.386, 1.211], [1.291, -2.140, 1.378], [-2.917, -3.977, 0.682], [-1.143, -1.656, 0.368], [-1.150, 1.002, -0.105], [1.013, -2.294, -0.816], [0.872, -3.048, -3.025], [1.771, -4.350, -1.283], [-0.677, 2.340, -0.221], [-3.272, -2.673, 0.805], [1.210, 6.092, 0.392], [-4.615, -2.483, 1.137], [2.408, -0.080, -0.142], [-4.372, -0.105, 1.168], [-2.270, 0.920, 0.553], [2.272, 3.740, 1.427], [1.936, -4.217, 0.165], [0.369, 2.442, 0.533], [0.536, 4.898, 0.204], [-3.033, -0.270, 0.814], [2.941, 4.941, 1.611], [2.034, -5.564, -2.035], [-2.465, -1.543, 0.658], [1.406, -2.825, 0.351], [2.409, 6.113, 1.094], [1.071, 3.722, 0.724], [-5.166, -1.226, 1.321], [-1.569, -4.399, 0.581], [1.210, -3.229, -1.757], [2.409, -5.318, -3.028], [0.477, -2.164, -3.299], [-1.113, -4.050, -0.346], [-0.986, -4.055, 1.437], [2.953, -0.939, -0.520], [1.346, -4.947, 0.721], [0.799, 7.010, -0.007], [3.874, 4.960, 2.158], [2.890, 0.300, 0.759], [-5.213, -3.376, 1.266], [2.981, -4.289, 0.467], [-2.702, 1.863, 0.881], [1.009, -3.755, -3.725], [2.930, 7.050, 1.239], [2.818, -6.121, -1.527], [-0.398, 4.867, -0.340], [1.144, -6.189, -2.118], [-4.774, 0.891, 1.297], [-6.208, -1.131, 1.588], [-1.617, -5.486, 0.583], [2.671, 2.820, 1.829], [2.450, 0.716, -0.894]], "mulliken_charge": [1.8810, -0.8171, -0.7314, -0.4842, -0.7006, 0.1328, -0.1928, -0.4012, -0.0050, -0.8389, 0.3504, -0.6560, -0.5730, -1.3767, -0.9499, -0.4024, -0.2963, -0.4435, 0.8375, -0.4074, 0.5723, -0.7070, -1.0713, 0.7493, 0.6950, -0.3761, 0.4158, -0.7857, -0.6615, 0.3211, 0.4026, 0.2248, 0.2220, 0.2828, 0.4152, 0.2936, 0.4014, 0.4059, 0.3998, 0.4686, 0.4452, 0.3435, 0.1869, 0.3959, 0.3541, 0.4556, 0.3409, 0.4254, 0.4058, 0.3099, 0.3638, 0.3794], "e_above_lowest_kcal_mol": 26.4, "total_charge": 1, "lumo_energy_ev": [-3.2, -3.4], "homo_lumo_gap_ev": [7.42, 7.20], "energy_ha": -1416.927100}

---

Entry 4:
{"formula": "C20H22N6O3PS", "method": "ωB97M-V/def2-TZVPD", "elements": ["S", "P", "O", "O", "O", "N", "N", "N", "N", "N", "N", "C", "C", "C", "C", "C", "C", "C", "C", "C", "C", "C", "C", "C", "C", "C", "C", "C", "C", "C", "C", "H", "H", "H", "H", "H", "H", "H", "H", "H", "H", "H", "H", "H", "H", "H", "H", "H", "H", "H", "H", "H", "H"], "xyz": [[2.037, 5.102, -1.298], [0.619, 2.518, 2.151], [-1.925, -0.582, -2.383], [-0.955, -1.065, -3.340], [1.261, -1.097, -3.520], [0.353, -4.539, -0.985], [3.542, 7.088, -3.343], [2.015, 3.193, 2.121], [-3.511, -2.376, -1.907], [0.521, 1.390, 0.738], [0.039, 3.402, -0.442], [2.983, 7.042, -4.345], [-0.626, -2.572, 2.583], [-2.854, -1.493, -2.255], [0.406, -0.074, -1.538], [-1.834, -3.124, 2.981], [-0.158, -3.149, -0.864], [-2.840, -2.298, 3.459], [0.957, -2.229, -0.335], [-1.414, -0.383, 3.097], [-2.616, -0.935, 3.510], [0.323, -0.793, -2.871], [0.202, 1.296, -1.603], [-0.394, -1.203, 2.632], [-2.033, -4.617, 2.873], [0.269, 2.008, -0.443], [1.034, 4.095, -0.728], [2.277, 7.003, -5.624], [0.710, 0.043, 0.810], [0.676, -0.742, -0.351], [0.942, -0.609, 2.157], [-1.327, 0.693, 3.153], [1.138, -4.653, -0.348], [-1.088, -5.148, 2.783], [-0.005, 1.762, -2.555], [-0.507, -2.882, -1.857], [-3.787, -2.697, 3.800], [1.956, 4.201, 2.023], [2.980, 6.790, -6.427], [1.217, -2.592, 0.650], [0.165, -3.227, 2.240], [1.514, 6.228, -5.602], [1.842, -2.393, -0.960], [1.803, 7.965, -5.812], [-3.396, -0.272, 3.866], [-0.443, 3.423, 1.989], [0.443, 1.749, 3.298], [-2.639, -5.019, 3.683], [0.791, -4.616, -1.900], [1.697, -1.387, 2.088], [-2.595, -4.801, 1.950], [1.331, 0.104, 2.881], [-1.014, -3.189, -0.189]], "mulliken_charge": [-0.2744, 0.1899, -0.1187, -0.2019, -0.4528, -0.6969, -0.4054, -0.7225, -0.3558, 0.0566, -0.6071, 0.3572, -0.1685, 0.4995, 1.0336, 0.5979, -0.1943, -0.6241, -1.2387, -0.3465, -0.9843, -0.1778, -0.3348, 1.3981, -1.6722, -0.0499, 0.4591, -0.7099, -0.2309, 0.7620, -2.0967, 0.1989, 0.2951, 0.3584, 0.6387, 0.2681, 0.4616, 0.2707, 0.2677, 0.2059, 0.5125, 0.2546, 0.5809, 0.2661, 0.4159, 0.1771, 0.2473, 0.4659, 0.2891, 0.6301, 0.3272, 0.9282, 0.2504], "total_charge": 1, "lumo_energy_ev": -4.5, "homo_lumo_gap_ev": 7.62, "energy_ha": -2068.679753}